Entry 1:
12
Properties=species:S:1:pos:R:3 method="wB97M-V/def2-TZVPD" smiles="N#CC1=COCC1" orbital_gap_ev=9.57
N -3.34 -0.22 0.08
C -2.14 -0.40 0.06
C -0.76 -0.34 -0.14
C 0.10 -1.39 -0.04
O 1.36 -1.05 0.06
C 1.41 0.32 0.15
C 0.02 1.03 -0.09
H -0.10 -2.51 -0.16
H 2.09 0.61 -0.68
H 1.77 0.66 1.06
H 0.11 1.61 -0.98
H -0.53 1.66 0.69


Entry 2:
105
Properties=species:S:1:pos:R:3 method="wB97M-V/def2-TZVPD" spin_multiplicity=6 charge=+3 orbital_gap_ev="7.85 / 6.50"
Ru -1.11 -0.83 -0.14
C 5.58 -0.21 2.45
C 4.81 -1.52 2.71
C 5.63 -2.69 2.17
C 4.59 -1.71 4.22
C 3.46 -1.42 2.03
C 3.02 -2.30 1.04
C 1.78 -2.13 0.47
N 0.94 -1.16 0.83
C 1.33 -0.29 1.78
C 2.57 -0.40 2.38
C 0.34 0.76 2.14
C 0.60 1.73 3.09
C -0.36 2.68 3.44
C -1.59 2.59 2.78
C -1.79 1.61 1.84
N -0.85 0.71 1.50
C -0.11 3.77 4.47
C 1.28 3.66 5.10
C -1.17 3.66 5.57
C -0.24 5.13 3.76
H 6.56 -0.28 2.92
H 5.07 0.65 2.87
H 5.73 -0.04 1.38
H 6.59 -2.71 2.67
H 5.83 -2.61 1.10
H 5.15 -3.65 2.36
H 5.55 -1.78 4.72
H 4.03 -2.62 4.43
H 4.05 -0.86 4.66
H 3.65 -3.12 0.71
H 1.45 -2.79 -0.33
H 2.86 0.31 3.14
H 1.56 1.75 3.59
H -2.39 3.27 3.01
H -2.74 1.53 1.34
H 1.41 2.72 5.63
H 1.40 4.46 5.83
H 2.08 3.78 4.36
H -1.13 2.69 6.07
H -2.18 3.80 5.19
H -1.00 4.43 6.32
H 0.50 5.24 2.97
H -0.08 5.93 4.48
H -1.23 5.28 3.33
Br -8.02 -0.80 -0.32
C -6.17 -0.78 -0.28
C -5.46 0.39 -0.52
C -4.09 0.34 -0.49
N -3.40 -0.78 -0.20
C -4.08 -1.91 0.04
C -5.47 -1.95 0.00
C -3.25 -3.11 0.36
C -3.83 -4.33 0.68
C -3.01 -5.40 1.04
Br -3.75 -7.04 1.46
C -1.63 -5.20 1.07
C -1.14 -3.96 0.72
N -1.92 -2.93 0.36
H -5.97 1.32 -0.75
H -3.50 1.22 -0.73
H -6.02 -2.86 0.18
H -4.90 -4.47 0.68
H -0.96 -5.99 1.36
H -0.08 -3.78 0.74
C 3.14 -0.02 -2.32
Si 1.89 -0.82 -3.45
C 1.80 -2.68 -3.34
C 2.14 -0.24 -5.19
Sb -0.44 0.01 -2.58
Si -2.19 -0.84 -4.31
C -2.52 -2.60 -3.77
C -1.38 -0.71 -5.97
C -3.70 0.25 -4.20
Si -0.23 2.62 -2.43
C -1.94 3.29 -2.14
C 0.49 3.14 -4.06
C 0.90 2.96 -0.98
H 4.13 -0.44 -2.49
H 2.91 -0.12 -1.26
H 3.20 1.05 -2.56
H 2.78 -3.13 -3.48
H 1.16 -3.07 -4.15
H 1.39 -3.05 -2.40
H 3.13 -0.57 -5.49
H 2.12 0.85 -5.28
H 1.43 -0.66 -5.90
H -1.62 -3.21 -3.89
H -3.31 -3.05 -4.36
H -2.82 -2.63 -2.72
H -0.64 -1.50 -6.13
H -0.90 0.26 -6.12
H -2.14 -0.82 -6.75
H -4.15 0.26 -3.21
H -4.45 -0.12 -4.91
H -3.46 1.27 -4.50
H -2.64 3.00 -2.92
H -1.88 4.39 -2.14
H -2.34 3.00 -1.17
H -0.02 2.70 -4.91
H 1.56 2.90 -4.12
H 0.40 4.22 -4.15
H 0.48 2.56 -0.05
H 1.01 4.04 -0.85
H 1.89 2.54 -1.13


Entry 3:
67
Properties=species:S:1:pos:R:3 method="wB97M-V/def2-TZVPD" charge=-2 orbital_gap_ev=4.99
Be -0.03 -0.31 0.55
C -0.18 -2.09 3.82
C 0.85 -2.25 2.77
N 0.90 -1.54 1.67
C 2.02 -1.91 0.99
C 2.67 -2.89 1.68
N 1.91 -3.09 2.81
C 3.91 -3.64 1.41
O 4.54 -3.31 0.30
O 4.30 -4.50 2.18
C 2.29 -1.16 -0.26
O 3.32 -1.47 -0.92
O 1.44 -0.28 -0.51
H -0.83 -1.27 3.53
H 0.27 -1.87 4.79
H -0.79 -3.00 3.92
H 2.16 -3.76 3.53
H 4.05 -2.55 -0.22
C -1.23 0.42 -4.29
C -0.56 1.65 -3.67
C -0.74 2.89 -4.55
P -1.00 1.66 -1.85
C -0.39 3.30 -1.21
C 1.12 3.37 -1.50
C -1.08 4.62 -1.56
C -2.86 1.75 -1.80
C -3.65 2.65 -2.75
C -3.27 1.98 -0.35
H -0.75 0.16 -5.24
H -2.28 0.62 -4.50
H -1.17 -0.44 -3.62
H 0.52 1.43 -3.62
H -1.77 3.22 -4.58
H -0.44 2.66 -5.58
H -0.12 3.72 -4.21
H -0.48 3.14 -0.13
H 1.31 3.62 -2.55
H 1.60 2.42 -1.28
H 1.59 4.13 -0.88
H -1.13 4.80 -2.64
H -0.52 5.45 -1.11
H -2.09 4.65 -1.16
H -3.12 0.71 -2.04
H -3.37 3.70 -2.65
H -4.72 2.57 -2.52
H -3.52 2.36 -3.79
H -3.14 3.03 -0.07
H -2.66 1.39 0.34
H -4.32 1.72 -0.19
C -2.07 -2.39 0.73
C -1.28 -1.48 -0.25
O -1.62 -1.60 -1.43
H -2.98 -2.77 0.25
H -1.43 -3.23 1.00
H -2.32 -1.83 1.63
Cl -3.04 0.47 3.26
C -1.82 1.74 3.39
C -2.01 2.71 4.35
C -1.06 3.71 4.55
C 0.10 3.67 3.77
C 0.28 2.71 2.82
Cl 1.80 2.69 1.94
C -0.69 1.65 2.45
N -0.57 0.81 1.51
H -2.90 2.67 4.95
H -1.21 4.48 5.30
H 0.89 4.40 3.92


Entry 4:
13
Properties=species:S:1:pos:R:3 method="wB97M-V/def2-TZVPD" orbital_gap_ev="8.90 / 8.13"
C 1.89 -0.38 -1.07
C -1.58 1.89 0.35
C 0.65 0.13 -0.23
N -0.29 0.84 -1.25
Br -1.44 -0.28 -1.98
H 2.34 0.47 -1.47
H 2.53 -0.83 -0.39
H 1.50 -0.95 -1.83
H -2.35 2.13 -0.33
H -1.52 0.95 0.82
H -0.77 2.65 0.66
H 0.01 -0.55 0.21
H 0.96 0.97 0.51


Entry 5:
105
Properties=species:S:1:pos:R:3 method="wB97M-V/def2-TZVPD" charge=+3 orbital_gap_ev=3.12
C 7.70 1.13 9.39
N 6.51 0.43 8.79
C 6.28 0.38 7.42
C 5.14 -0.16 6.87
C 4.16 -0.69 7.72
C 4.49 -0.74 9.12
C 5.65 -0.18 9.64
C 2.89 -1.22 7.14
C 2.86 -1.86 5.92
C 1.63 -2.25 5.38
N 0.48 -2.09 6.09
C 0.48 -1.48 7.31
C 1.72 -1.04 7.84
C -0.80 -2.50 5.53
H 8.26 1.66 8.62
H 8.34 0.41 9.90
H 7.32 1.92 10.03
H 6.99 0.97 6.85
H 4.88 0.01 5.84
H 3.85 -1.08 9.92
H 5.86 -0.09 10.69
H 3.76 -2.12 5.39
H 1.49 -2.77 4.45
H -0.50 -1.27 7.72
H 1.65 -0.60 8.83
H -1.55 -2.72 6.28
H -0.71 -3.38 4.90
H -1.04 -1.65 4.89
C 4.52 0.03 -1.36
N 3.71 1.26 -1.78
C 2.35 1.19 -1.85
C 1.60 2.20 -2.45
C 2.28 3.27 -3.04
C 3.69 3.27 -2.97
C 4.40 2.33 -2.25
C 1.51 4.30 -3.71
C 0.53 4.98 -2.97
C -0.16 5.95 -3.69
N 0.08 6.22 -5.03
C 1.01 5.59 -5.73
C 1.77 4.66 -5.04
C -0.59 7.39 -5.57
H 3.83 -0.58 -0.78
H 5.44 0.20 -0.80
H 4.81 -0.43 -2.31
H 1.95 0.28 -1.42
H 0.53 2.07 -2.38
H 4.28 4.00 -3.50
H 5.48 2.27 -2.22
H 0.33 4.66 -1.96
H -0.93 6.52 -3.19
H 1.07 5.81 -6.79
H 2.45 4.01 -5.59
H -0.21 8.25 -5.02
H -1.68 7.41 -5.45
H -0.43 7.53 -6.64
B -1.73 -1.77 0.16
H -1.31 -0.84 0.52
H -1.25 -2.58 0.69
H -2.78 -1.84 0.39
H -1.59 -1.85 -0.90
C -2.45 -1.58 -6.79
C -2.26 -1.86 -8.11
C -2.16 -0.79 -8.96
C -2.22 0.58 -8.49
C -2.30 0.83 -7.11
C -2.42 -0.30 -6.29
N -1.98 1.72 -9.44
O -1.68 2.79 -8.98
O -2.05 1.43 -10.66
H -2.58 -2.40 -6.10
H -2.18 -2.89 -8.41
H -1.90 -1.03 -9.98
H -2.33 1.85 -6.75
H -2.65 -0.09 -5.25
C -4.68 3.74 2.86
C -4.44 2.69 1.82
O -3.94 3.54 0.77
C -4.13 4.84 1.04
O -3.83 5.74 0.26
O -4.68 4.98 2.23
F -5.60 2.07 1.45
H -3.78 3.58 3.47
H -5.56 3.50 3.45
H -3.67 1.96 2.07
C -5.83 -3.22 -2.15
C -6.27 -4.07 -0.92
O -6.98 -5.06 -1.51
C -7.28 -4.77 -2.81
O -8.00 -5.47 -3.56
O -6.83 -3.56 -3.03
F -7.07 -3.37 -0.14
H -4.86 -3.57 -2.51
H -5.70 -2.16 -1.96
H -5.46 -4.50 -0.34
C -0.60 -6.36 -1.12
C 0.61 -6.81 -0.43
O 0.29 -7.34 0.79
C -1.08 -7.38 0.86
O -1.73 -7.94 1.77
O -1.59 -6.67 -0.16
F 1.30 -5.71 -0.22
H -0.83 -6.99 -1.98
H -0.63 -5.32 -1.44
H 1.25 -7.44 -1.05


Entry 6:
69
Properties=species:S:1:pos:R:3 method="wB97M-V/def2-TZVPD" spin_multiplicity=2 charge=+2 orbital_gap_ev="6.80 / 7.00"
Ta 0.37 0.32 0.02
C -3.54 -1.13 3.18
C -3.15 -2.15 2.15
C -3.83 -3.37 2.12
C -3.50 -4.32 1.19
C -2.44 -4.07 0.32
C -1.76 -2.87 0.36
N -2.17 -1.91 1.24
Sb -0.01 -3.05 -0.95
C -0.38 -1.41 -2.29
C -0.58 -1.78 -3.60
C -1.23 -0.90 -4.47
C -1.82 0.22 -3.93
C -1.63 0.54 -2.58
C -2.53 1.57 -1.97
N -0.77 -0.18 -1.83
C 1.55 -2.33 0.36
C 2.69 -3.10 0.36
C 3.65 -2.88 1.34
C 3.38 -1.97 2.34
C 2.20 -1.22 2.30
C 1.86 -0.33 3.45
N 1.34 -1.36 1.27
H -3.80 -1.66 4.10
H -4.42 -0.59 2.85
H -2.75 -0.42 3.40
H -4.61 -3.53 2.84
H -4.05 -5.25 1.13
H -2.14 -4.84 -0.38
H -0.27 -2.76 -3.94
H -1.35 -1.14 -5.52
H -2.46 0.85 -4.52
H -3.52 1.42 -2.41
H -2.25 2.59 -2.21
H -2.61 1.45 -0.89
H 2.83 -3.88 -0.38
H 4.58 -3.44 1.35
H 4.07 -1.81 3.16
H 2.59 0.47 3.58
H 1.90 -0.94 4.36
H 0.86 0.08 3.38
C 3.80 1.27 -2.84
C 3.53 0.01 -2.02
C 4.56 -1.07 -2.31
O 2.20 -0.48 -2.28
C 3.53 0.37 -0.54
O 4.51 0.41 0.14
O 2.32 0.68 -0.07
H 3.83 1.02 -3.90
H 4.76 1.70 -2.57
H 3.03 2.02 -2.68
H 4.58 -1.29 -3.37
H 4.33 -1.98 -1.76
H 5.55 -0.73 -2.01
H 2.08 -0.53 -3.24
Cl -1.15 4.19 -0.31
Ge 0.33 2.84 -1.19
Cl 0.20 3.11 -3.35
Cl 2.19 3.93 -0.89
S -1.51 -0.11 1.21
N -0.47 4.08 3.96
N 0.22 3.36 3.02
N 1.53 3.49 2.87
C 1.79 2.59 1.95
N 0.66 1.95 1.58
N -0.34 2.46 2.30
H 0.09 4.91 4.17
H -1.37 4.34 3.57
H 2.76 2.37 1.55


Entry 7:
10
Properties=species:S:1:pos:R:3 method="wB97M-V/def2-TZVPD" smiles="C/C(Br)=C/C#N" orbital_gap_ev=10.02
C -0.49 0.50 1.40
C -0.09 0.45 -0.03
Br 0.28 2.11 -0.80
C 0.13 -0.78 -0.63
C 0.62 -0.87 -2.07
N 1.05 -1.04 -3.12
H -1.50 0.82 1.64
H -0.41 -0.58 1.80
H 0.23 1.10 1.98
H 0.18 -1.71 -0.17


Entry 8:
23
Properties=species:S:1:pos:R:3 method="wB97M-V/def2-TZVPD" smiles="CC(=O)N(C)N.C=CC" orbital_gap_ev=9.65
C 0.97 -0.67 -2.38
C 0.88 -1.22 -0.98
O 1.81 -1.87 -0.49
N -0.37 -1.12 -0.33
C -1.60 -0.65 -0.98
N -0.58 -1.97 0.79
H 0.52 0.32 -2.46
H 2.03 -0.58 -2.66
H 0.48 -1.35 -3.08
H -1.42 0.34 -1.40
H -2.41 -0.59 -0.25
H -1.87 -1.34 -1.78
H 0.24 -2.60 0.83
H -0.47 -1.38 1.62
C 0.74 0.79 2.46
C 0.60 1.33 1.24
C -0.43 2.38 0.93
H 0.05 1.02 3.27
H 1.54 0.08 2.66
H 1.36 1.14 0.47
H -0.21 3.31 1.47
H -0.43 2.60 -0.14
H -1.43 2.03 1.21


Entry 9:
15
Properties=species:S:1:pos:R:3 method="wB97M-V/def2-TZVPD" smiles="CC(C)=O.C=C=O" orbital_gap_ev=10.02
C -1.15 -0.72 1.37
C -1.27 -0.55 -0.14
C -1.54 0.98 -0.41
O -1.21 -1.29 -1.07
H -0.12 -0.35 1.57
H -1.15 -1.65 2.01
H -1.86 -0.03 1.86
H -0.90 1.32 -1.31
H -1.26 1.48 0.49
H -2.60 1.15 -0.56
C 3.84 -0.69 0.55
C 2.63 -0.62 0.13
O 1.53 -0.47 -0.16
H 4.06 0.31 0.89
H 4.48 -1.54 0.65


Entry 10:
23
Properties=species:S:1:pos:R:3 method="wB97M-V/def2-TZVPD" smiles=Cc1ccccc1.CC orbital_gap_ev=9.84
C -0.11 -1.44 -0.95
C -1.21 -0.40 -0.85
C -2.50 -0.83 -1.32
C -3.52 0.08 -1.14
C -3.25 1.36 -0.68
C -1.98 1.76 -0.28
C -0.95 0.81 -0.29
H 0.66 -1.23 -1.72
H -0.31 -2.43 -1.17
H 0.71 -1.40 -0.18
H -2.63 -1.76 -1.77
H -4.43 -0.07 -1.55
H -4.00 2.26 -0.72
H -1.75 2.77 0.19
H 0.03 1.03 0.11
C 2.84 -0.73 1.75
C 3.36 0.62 1.34
H 1.93 -0.73 2.38
H 2.68 -1.46 0.87
H 3.55 -1.19 2.46
H 4.06 0.54 0.38
H 4.08 0.90 2.11
H 2.74 1.57 1.04


Ordered energy above the lowest of the compared OMol25 structures with the same formula, charge and spin results: 49.31; 0.00; 0.00; 85.96; 166.54; 0.00; 6.55; 55.48; 50.43; 39.67; unit kcal per mole.